2 unconnected molecules or ions with the total composition C3H8NO. Source: the OMol25 dataset; level of theory: ωB97M-V/def2-TZVPD.

- Lowest unoccupied orbital energy: -5.72 eV
- Energy relative to the best compared isomer or geometry (same formula, charge and spin): 2.3056 eV
- Highest occupied orbital energy: -12.6 eV

Structure (ORCA input):
```
! RIJCOSX wB97M-V def2-TZVPD def2/J DEFGRID3
* xyz 1 1
H 1.707 2.694 -2.049
C -0.414 -1.881 0.924
C 0.644 0.982 -1.208
H -1.914 -1.055 1.913
H 0.038 -2.107 -0.094
H 1.181 2.784 -0.269
H 0.284 -2.057 1.833
H -2.307 -1.829 0.519
H 0.484 1.071 0.562
H 0.575 0.283 -1.998
N -1.624 -1.536 1.125
C 1.267 2.184 -1.150
O 0.077 0.467 -0.110
*
```

Here are the Mulliken charges for atoms 1 to 4, given in e: atom 1 (H): 0.2391, atom 2 (C): -0.0591, atom 3 (C): 0.2733, atom 4 (H): 0.2495